This record from the Open Molecules 2025 dataset describes an isolated molecule of C3H8N2O2S in a non-equilibrium geometry. The level of theory is ωB97M-V/def2-TZVPD.

Calculated values
HOMO = -0.355 Eh
Lowest unoccupied orbital energy = 0.66 eV
SMILES = COCSC(=O)NN
Max |F| = 2.8 eV/A
2S+1 = 1
Total charge = 0
Energy above the lowest of the compared OMol25 structures with the same formula, charge and spin = 0.865 eV
Orbital gap = 10.31 eV

```
16
C3H8N2O2S, DFT ωB97M-V/def2-TZVPD
C 2.300 0.383 -0.801
O 1.403 0.508 0.283
C 1.069 -0.655 0.891
S -0.010 -1.794 -0.052
C -1.547 -0.840 -0.138
O -2.585 -1.415 -0.395
N -1.429 0.484 0.194
N -2.628 1.273 0.053
H 2.507 1.382 -1.185
H 1.927 -0.322 -1.553
H 3.258 -0.039 -0.481
H 0.638 -0.511 1.892
H 1.919 -1.281 1.242
H -0.531 0.923 0.006
H -3.024 0.854 -0.797
H -3.266 1.051 0.841
```

The computed natural (NBO) charges, all in e, follow: -0.263 -0.539 -0.222 0.141 0.520 -0.611 -0.506 -0.636 0.204 0.190 0.173 0.221 0.197 0.415 0.358 0.360

***

This record from the Open Molecules 2025 dataset describes C44H31AsF6N3O4PRe as an isolated structure in a non-equilibrium geometry. The level of theory is ωB97M-V/def2-TZVPD.

Calculated values
HOMO (alpha / beta) = -0.385 / -0.385 Eh
Lowest unoccupied orbital energy (alpha / beta) = -4.12 / -4.97 eV
Max |F| = 2.4 eV/A
2S+1 = 1
Total charge = +1
Energy above the lowest of the compared OMol25 structures with the same formula, charge and spin = 3.206 eV
Orbital gap (alpha / beta) = 6.34 / 5.50 eV

```
91
C44H31AsF6N3O4PRe, DFT ωB97M-V/def2-TZVPD
Re 0.694 -0.326 0.240
C 1.842 3.015 2.719
C 1.509 2.232 1.617
N 0.779 1.128 1.721
C 0.319 0.767 2.940
C 0.538 1.546 4.099
C 1.349 2.689 3.960
C -0.076 1.130 5.295
C -0.897 0.027 5.295
C -1.097 -0.754 4.159
C -0.430 -0.443 2.975
N -0.423 -1.098 1.778
C -1.109 -2.264 1.514
C -1.480 -3.300 2.368
C -2.208 -4.377 1.876
C -2.600 -4.432 0.548
C -2.198 -3.443 -0.348
C -2.590 -3.371 -1.736
C -1.972 -2.521 -2.559
C -0.742 -1.808 -2.072
N -0.793 -1.474 -0.679
C -1.376 -2.406 0.127
H 2.489 3.866 2.575
H 1.859 2.508 0.629
H 1.578 3.294 4.822
H 0.091 1.695 6.196
H -1.406 -0.256 6.202
H -1.776 -1.586 4.211
H -1.150 -3.306 3.392
H -2.481 -5.178 2.548
H -3.206 -5.250 0.193
H -3.415 -3.983 -2.060
H -2.209 -2.425 -3.604
H -0.486 -0.915 -2.659
O 2.961 1.703 -2.691
C 1.939 2.049 -2.182
O 0.973 1.160 -1.815
C 1.480 3.424 -1.893
C 2.176 4.568 -2.249
C 1.597 5.798 -1.988
C 0.334 5.868 -1.415
C -0.365 4.722 -1.060
C 0.233 3.486 -1.265
P -0.468 1.819 -0.996
C -1.597 2.049 0.500
C -1.449 3.079 1.416
C -2.253 3.123 2.545
C -3.192 2.134 2.771
C -3.325 1.089 1.867
C -2.515 1.033 0.751
C -1.625 1.741 -2.408
C -1.111 1.756 -3.707
C -1.953 1.931 -4.790
C -3.316 2.099 -4.598
C -3.832 2.082 -3.313
C -2.995 1.914 -2.223
H 3.133 4.479 -2.740
H 2.114 6.710 -2.246
H -0.120 6.834 -1.256
H -1.363 4.799 -0.655
H -0.711 3.851 1.267
H -2.133 3.934 3.246
H -3.810 2.165 3.654
H -4.058 0.316 2.040
H -2.591 0.209 0.054
H -0.051 1.649 -3.883
H -1.540 1.953 -5.786
H -3.968 2.255 -5.445
H -4.891 2.213 -3.151
H -3.418 1.941 -1.233
F 2.903 0.298 0.194
As 3.923 -0.768 1.366
F 2.365 -1.686 1.668
F 3.334 0.287 2.659
F 4.724 -1.777 2.492
F 5.222 0.312 1.078
F 4.346 -1.770 0.033
O 0.303 -2.817 -2.328
C 1.410 -2.775 -1.618
O 1.727 -1.817 -0.917
C 2.229 -3.988 -1.658
C 2.297 -4.793 -2.794
C 3.091 -5.923 -2.775
C 3.800 -6.258 -1.629
C 3.719 -5.466 -0.494
C 2.936 -4.331 -0.504
H 1.749 -4.514 -3.680
H 3.167 -6.546 -3.653
H 4.423 -7.138 -1.620
H 4.271 -5.722 0.398
H 2.845 -3.719 0.382
```

The computed Löwdin charges, all in e, follow: 1.613 -0.002 -0.111 -0.085 -0.156 -0.136 0.048 0.007 -0.040 0.029 -0.185 -0.016 -0.183 -0.004 -0.053 -0.003 -0.146 -0.006 0.019 -0.264 -0.060 -0.173 0.125 0.114 0.132 0.123 0.117 0.105 0.109 0.113 0.122 0.123 0.117 0.139 0.172 -0.515 -0.283 -0.149 0.021 -0.040 -0.043 -0.051 -0.222 1.024 -0.326 -0.109 -0.063 -0.068 -0.063 -0.142 -0.267 -0.068 -0.057 -0.060 -0.058 -0.066 0.132 0.115 0.114 0.114 0.092 0.113 0.110 0.113 0.097 0.111 0.113 0.112 0.112 0.091 -0.332 0.868 -0.307 -0.233 -0.202 -0.199 -0.193 0.104 -0.363 -0.052 -0.117 -0.002 -0.058 -0.053 -0.047 -0.007 0.122 0.110 0.111 0.115 0.100

***

This record from the Open Molecules 2025 dataset describes an isolated molecule of C6H12O. The level of theory is ωB97M-V/def2-TZVPD.

Calculated values
HOMO = -0.359 Eh
Lowest unoccupied orbital energy = 0.96 eV
SMILES = CC(C)[C@H]1C[C@H]1O
Max |F| = 0.3 eV/A
2S+1 = 1
Total charge = 0
Energy above the lowest of the compared OMol25 structures with the same formula, charge and spin = 1.231 eV
Orbital gap = 10.73 eV

```
19
C6H12O, DFT ωB97M-V/def2-TZVPD
C 0.071 -2.044 -0.369
C -0.299 -0.655 0.156
C -1.794 -0.392 -0.022
C 0.593 0.404 -0.489
C 0.265 1.878 -0.483
C 1.361 1.368 0.385
O 1.092 1.373 1.757
H 1.148 -2.228 -0.290
H -0.446 -2.830 0.192
H -0.209 -2.148 -1.425
H -0.101 -0.641 1.237
H -2.383 -1.182 0.460
H -2.065 -0.362 -1.084
H -2.087 0.561 0.429
H 1.125 0.066 -1.377
H 0.519 2.469 -1.358
H -0.636 2.194 0.032
H 2.390 1.613 0.119
H 1.455 0.557 2.131
```

The computed natural (NBO) charges, all in e, follow: -0.597 -0.224 -0.598 -0.249 -0.436 0.082 -0.701 0.206 0.208 0.202 0.194 0.206 0.202 0.209 0.214 0.218 0.225 0.172 0.468

***

This record from the Open Molecules 2025 dataset describes an isolated molecule of C5H7N in a non-equilibrium geometry. The level of theory is ωB97M-V/def2-TZVPD.

Calculated values
HOMO (alpha / beta) = -0.282 / -0.282 Eh
Lowest unoccupied orbital energy (alpha / beta) = -0.28 / -0.28 eV
Max |F| = 1.2 eV/A
2S+1 = 1
Total charge = 0
Energy above the lowest of the compared OMol25 structures with the same formula, charge and spin = 5.785 eV
Orbital gap (alpha / beta) = 7.39 / 7.39 eV

```
13
C5H7N, DFT ωB97M-V/def2-TZVPD
C 1.468 -0.168 1.206
C 1.081 0.037 -0.246
N 0.388 -1.067 -0.945
C -0.354 -0.026 -0.599
C -1.576 0.619 -0.632
C -2.873 0.121 -0.390
H 0.687 -0.712 1.749
H 2.399 -0.746 1.270
H 1.632 0.787 1.711
H 1.794 0.593 -0.855
H 0.230 -2.018 -0.647
H -1.313 1.644 -0.896
H -3.562 0.936 -0.724
```

The computed natural (NBO) charges, all in e, follow: -0.639 -0.084 -0.534 0.409 -0.527 -0.237 0.224 0.222 0.232 0.207 0.408 0.207 0.110

***

This record from the Open Molecules 2025 dataset describes a 11-piece molecular cluster, H22O11 overall in a non-equilibrium geometry. The level of theory is ωB97M-V/def2-TZVPD.

Calculated values
HOMO = -0.306 Eh
Lowest unoccupied orbital energy = -0.03 eV
SMILES = O.O.O.O.O.O.O.O.O.O.O
Max |F| = 8.4 eV/A
2S+1 = 1
Total charge = 0
Energy above the lowest of the compared OMol25 structures with the same formula, charge and spin = 7.268 eV
Orbital gap = 8.30 eV

```
33
H22O11, DFT ωB97M-V/def2-TZVPD
O 0.030 -0.270 -0.185
H -0.054 0.651 0.088
H -0.784 -0.682 0.126
O -2.721 -1.577 0.868
H -1.992 -1.444 1.485
H -2.309 -1.503 0.000
O 1.422 4.709 1.060
H 1.548 5.144 1.911
H 2.230 4.906 0.573
O 1.609 -0.939 0.340
H 2.507 -0.947 -0.010
H 1.377 -1.872 0.412
O 1.943 2.831 1.326
H 1.533 2.213 1.942
H 2.889 2.674 1.432
O 1.444 -1.645 -2.983
H 0.596 -1.770 -2.544
H 1.636 -0.709 -2.861
O 3.946 0.418 -2.103
H 4.455 0.136 -2.871
H 4.612 0.565 -1.422
O 1.445 -2.640 2.706
H 0.505 -2.503 2.543
H 1.673 -3.388 2.143
O -1.054 2.153 2.124
H -1.541 2.708 1.505
H -1.351 2.451 2.991
O -5.319 -0.316 -1.247
H -5.043 -0.903 -0.534
H -6.267 -0.210 -1.110
O -2.928 -2.772 -2.115
H -2.297 -2.926 -1.403
H -2.456 -2.195 -2.726
```

The computed natural (NBO) charges, all in e, follow: -0.908 0.487 0.420 -0.921 0.466 0.457 -0.906 0.456 0.457 -0.910 0.453 0.448 -0.932 0.475 0.451 -0.947 0.464 0.483 -0.942 0.473 0.470 -0.920 0.459 0.463 -0.952 0.480 0.473 -0.941 0.476 0.464 -0.924 0.454 0.473

***

This record from the Open Molecules 2025 dataset describes C3H3O2Pd as an isolated structure in a non-equilibrium geometry. The level of theory is ωB97M-V/def2-TZVPD.

Calculated values
HOMO (alpha / beta) = -0.197 / -0.324 Eh
Lowest unoccupied orbital energy (alpha / beta) = -0.14 / -0.98 eV
Max |F| = 15.5 eV/A
⟨S²⟩ = 3.759
2S+1 = 4
Total charge = 0
Energy above the lowest of the compared OMol25 structures with the same formula, charge and spin = 1.410 eV
Orbital gap (alpha / beta) = 5.22 / 7.83 eV

```
9
C3H3O2Pd, DFT ωB97M-V/def2-TZVPD
C -0.471 -0.550 1.066
C 0.864 -0.049 0.639
H 1.244 0.851 1.149
H -1.126 0.062 1.691
H 1.615 -0.849 0.533
O -1.526 -0.249 -1.579
C -0.932 -0.097 -0.477
O 0.408 0.365 -0.677
Pd -0.075 0.516 -2.346
```

The computed natural (NBO) charges, all in e, follow: -0.132 -0.144 0.203 0.179 0.200 -0.695 0.348 -0.630 0.671

***

| no. | total energy (Ha) |
| --- | --- |
| 1 | -777.24746 |
| 2 | -5415.11772 |
| 3 | -311.01402 |
| 4 | -249.26065 |
| 5 | -840.61305 |
| 6 | -394.07905 |